# 1
{"formula": "C32H41BrN2O3P2S2Tc", "method": "wB97M-V/def2-TZVPD", "lumo_energy_ev": [-0.4, -0.7], "orbital_gap_ev": [5.97, 5.99], "spin_multiplicity": 4, "relative_energy_kj_mol": 58.1, "species": ["Tc", "C", "C", "C", "C", "C", "Br", "N", "C", "H", "H", "H", "H", "H", "H", "C", "C", "C", "O", "P", "S", "S", "O", "C", "C", "C", "H", "H", "H", "H", "H", "H", "H", "H", "H", "H", "H", "H", "H", "H", "C", "O", "C", "C", "H", "H", "H", "H", "H", "H", "C", "P", "C", "C", "C", "C", "C", "C", "C", "H", "H", "H", "H", "H", "H", "H", "H", "H", "H", "H", "N", "C", "C", "C", "C", "C", "C", "C", "C", "C", "H", "H", "H", "H"], "coordinates": [[-0.13, -0.99, -1.12], [-0.75, 2.47, -6.48], [-1.11, 1.30, -5.57], [-2.18, 0.44, -5.95], [-2.41, -0.71, -5.14], [-1.67, -0.88, -3.97], [-1.82, -2.47, -2.94], [-0.69, -0.10, -3.61], [-0.40, 0.98, -4.36], [-1.32, 2.33, -7.44], [0.36, 2.51, -6.62], [-0.94, 3.45, -6.08], [-2.83, 0.75, -6.80], [-2.99, -1.61, -5.42], [0.39, 1.57, -3.92], [3.98, 4.36, -1.08], [2.64, 3.72, -0.79], [1.71, 4.52, 0.13], [3.02, 2.53, 0.08], [2.52, 1.05, -0.10], [3.99, 0.00, -1.01], [0.70, 1.15, -0.87], [2.37, 0.50, 1.38], [3.57, 0.24, 2.40], [3.34, -1.21, 2.75], [3.13, 1.11, 3.59], [3.93, 5.18, -1.83], [4.68, 3.56, -1.40], [4.34, 4.79, -0.11], [2.23, 3.29, -1.76], [1.25, 5.36, -0.36], [2.29, 4.95, 0.99], [0.89, 3.94, 0.66], [4.48, 0.52, 1.87], [2.27, -1.28, 3.00], [3.83, -1.61, 3.64], [3.61, -1.87, 1.94], [2.03, 1.04, 3.79], [3.42, 2.14, 3.36], [3.60, 0.80, 4.54], [2.30, -1.68, -3.60], [1.44, -2.73, -3.13], [0.79, -2.53, -1.95], [0.82, -3.91, -1.35], [3.06, -2.18, -4.26], [2.93, -1.26, -2.76], [1.71, -0.93, -4.14], [0.47, -4.59, -2.12], [0.17, -3.93, -0.44], [1.84, -4.21, -1.02], [-3.90, -1.27, -0.45], [-2.49, -0.08, -0.62], [-3.04, 1.14, -1.85], [-2.60, 0.81, 0.90], [-2.32, 2.17, 1.04], [-2.38, 2.79, 2.27], [-2.64, 2.06, 3.39], [-2.88, 0.69, 3.28], [-2.81, 0.04, 2.06], [-3.62, -2.09, 0.19], [-4.24, -1.60, -1.45], [-4.65, -0.68, 0.07], [-3.75, 1.87, -1.43], [-3.51, 0.74, -2.83], [-2.14, 1.67, -2.23], [-2.28, 2.85, 0.17], [-2.21, 3.85, 2.25], [-2.81, 2.50, 4.39], [-3.16, 0.13, 4.20], [-3.05, -1.03, 1.94], [-0.69, -5.02, 7.92], [-0.67, -4.50, 6.85], [-0.65, -3.91, 5.56], [-0.36, -2.54, 5.41], [-0.45, -1.96, 4.13], [-0.81, -2.70, 2.96], [-1.16, -4.06, 3.21], [-1.15, -4.62, 4.46], [-0.55, -2.21, 1.68], [-0.35, -1.71, 0.57], [-0.03, -1.92, 6.23], [-0.39, -0.93, 4.05], [-1.52, -4.75, 2.47], [-1.60, -5.58, 4.59]]}


# 2
{"formula": "C2H6N2", "method": "wB97M-V/def2-TZVPD", "lumo_energy_ev": 0.9, "orbital_gap_ev": 9.96, "smiles": "[H]/N=C(/C)N", "relative_energy_kj_mol": 96.1, "species": ["C", "C", "H", "H", "H", "H", "H", "H", "N", "N"], "coordinates": [[0.98, -0.77, -0.09], [-0.25, 0.09, -0.23], [1.58, -0.62, -1.10], [1.70, -0.41, 0.83], [0.61, -1.86, -0.01], [-0.12, 0.76, 1.74], [-1.39, 1.36, 0.85], [-1.68, 0.61, -1.43], [-0.68, 0.68, 0.88], [-0.75, 0.15, -1.43]]}


# 3
{"formula": "C2H4N3PS", "method": "wB97M-V/def2-TZVPD", "lumo_energy_ev": -0.6, "orbital_gap_ev": 7.05, "smiles": "Cn1np[nH]c1=S", "relative_energy_kj_mol": 90.2, "species": ["C", "C", "N", "N", "N", "P", "S", "H", "H", "H", "H"], "coordinates": [[0.93, 0.83, 0.79], [-0.66, -0.37, -0.54], [1.59, -0.14, -1.17], [2.22, 1.23, 0.82], [0.68, 0.14, -0.36], [3.18, 0.79, -0.50], [-0.17, 1.05, 2.04], [-1.43, 0.50, -0.59], [-0.83, -1.01, -1.45], [-1.02, -0.88, 0.42], [2.72, 1.46, 1.74]]}


# 4
{"formula": "C36H41IrN2OSSb2", "method": "wB97M-V/def2-TZVPD", "lumo_energy_ev": [-7.1, -10.1], "orbital_gap_ev": [8.33, 5.79], "spin_multiplicity": 6, "total_charge": 3, "relative_energy_kj_mol": 1.6, "species": ["Ir", "C", "C", "C", "Sb", "C", "C", "C", "C", "C", "C", "C", "C", "C", "C", "C", "C", "Sb", "C", "C", "C", "C", "C", "C", "C", "C", "C", "C", "C", "C", "H", "H", "H", "H", "H", "H", "H", "H", "H", "H", "H", "H", "H", "H", "H", "H", "H", "H", "H", "H", "H", "H", "H", "H", "H", "H", "N", "N", "H", "H", "H", "H", "C", "C", "C", "O", "H", "H", "H", "H", "H", "H", "S", "C", "C", "C", "C", "C", "C", "H", "H", "H", "H", "H"], "coordinates": [[-1.61, -2.56, -0.08], [0.35, 3.80, -2.29], [-0.07, 2.41, -2.75], [0.78, 1.26, -2.21], [0.05, 0.19, -0.45], [1.88, -0.04, 0.59], [3.06, -0.44, -0.04], [4.23, -0.57, 0.71], [4.22, -0.31, 2.07], [3.06, 0.11, 2.69], [1.89, 0.25, 1.95], [0.09, -1.76, -1.44], [-0.72, -1.96, -2.59], [-0.59, -3.11, -3.35], [0.30, -4.11, -2.97], [1.05, -3.97, -1.82], [0.95, -2.81, -1.05], [0.04, 4.31, -0.23], [1.74, 3.86, 0.92], [2.91, 3.41, 0.31], [4.04, 3.22, 1.08], [4.00, 3.47, 2.45], [2.83, 3.89, 3.06], [1.69, 4.08, 2.30], [-0.33, 6.35, -0.10], [-1.32, 6.91, -0.91], [-1.54, 8.27, -0.85], [-0.79, 9.06, 0.01], [0.18, 8.50, 0.82], [0.42, 7.13, 0.78], [-0.20, 4.58, -2.83], [1.41, 3.97, -2.46], [0.02, 2.41, -3.84], [-1.14, 2.25, -2.55], [1.78, 1.59, -1.95], [0.89, 0.48, -2.96], [3.08, -0.65, -1.10], [5.14, -0.89, 0.22], [5.13, -0.43, 2.64], [3.06, 0.34, 3.75], [0.99, 0.61, 2.44], [-1.41, -1.18, -2.90], [-1.19, -3.23, -4.25], [0.40, -5.00, -3.58], [1.74, -4.75, -1.51], [1.57, -2.69, -0.17], [2.96, 3.24, -0.76], [4.96, 2.90, 0.61], [4.90, 3.33, 3.04], [2.80, 4.08, 4.12], [0.77, 4.42, 2.77], [-1.91, 6.30, -1.58], [-2.30, 8.72, -1.48], [-0.97, 10.13, 0.05], [0.77, 9.12, 1.49], [1.18, 6.70, 1.41], [0.24, -2.78, 2.32], [-1.15, -2.48, 2.08], [0.40, -2.85, 3.33], [0.79, -2.00, 1.99], [-1.42, -1.59, 2.51], [-1.69, -3.20, 2.55], [-5.50, -0.63, -1.37], [-4.56, -1.46, -0.57], [-5.12, -2.39, 0.44], [-3.34, -1.36, -0.76], [-6.25, -0.18, -0.72], [-6.03, -1.28, -2.06], [-4.97, 0.14, -1.93], [-5.96, -2.95, 0.03], [-5.53, -1.79, 1.27], [-4.38, -3.08, 0.83], [-2.44, -4.70, -0.84], [-1.64, -6.01, -0.11], [-0.55, -5.88, 0.78], [0.03, -7.00, 1.31], [-0.45, -8.27, 0.97], [-1.51, -8.42, 0.08], [-2.11, -7.31, -0.46], [-0.18, -4.89, 1.04], [0.87, -6.91, 2.00], [0.02, -9.15, 1.40], [-1.87, -9.41, -0.17], [-2.94, -7.40, -1.15]]}


# 5
{"formula": "C18H36Cl18", "method": "wB97M-V/def2-TZVPD", "lumo_energy_ev": [-2.5, -10.0], "orbital_gap_ev": [9.89, 2.42], "spin_multiplicity": 2, "total_charge": 1, "relative_energy_kj_mol": 0.0, "species": ["Cl", "C", "C", "Cl", "H", "H", "H", "H", "Cl", "C", "C", "Cl", "H", "H", "H", "H", "Cl", "C", "C", "Cl", "H", "H", "H", "H", "Cl", "C", "C", "Cl", "H", "H", "H", "H", "Cl", "C", "C", "Cl", "H", "H", "H", "H", "Cl", "C", "C", "Cl", "H", "H", "H", "H", "Cl", "C", "C", "Cl", "H", "H", "H", "H", "Cl", "C", "C", "Cl", "H", "H", "H", "H", "Cl", "C", "C", "Cl", "H", "H", "H", "H"], "coordinates": [[-4.71, -2.74, -2.54], [-3.25, -3.05, -3.36], [-2.66, -1.88, -4.09], [-0.96, -2.37, -4.51], [-3.56, -3.80, -4.09], [-2.55, -3.56, -2.69], [-2.54, -0.99, -3.47], [-3.28, -1.74, -4.97], [2.79, -0.80, 4.48], [3.49, -2.11, 3.52], [2.63, -2.46, 2.32], [2.47, -1.03, 1.30], [3.66, -2.99, 4.14], [4.47, -1.80, 3.15], [1.63, -2.79, 2.58], [3.04, -3.32, 1.79], [4.01, -4.02, -2.73], [4.22, -2.29, -2.99], [3.12, -1.45, -2.34], [3.43, 0.23, -2.59], [4.00, -2.06, -4.03], [5.26, -2.05, -2.74], [3.05, -1.57, -1.26], [2.10, -1.66, -2.65], [-4.02, 2.77, 1.36], [-5.03, 2.45, -0.07], [-4.62, 1.37, -1.01], [-5.65, 0.98, -2.47], [-4.95, 3.35, -0.67], [-6.04, 2.37, 0.33], [-4.52, 0.39, -0.55], [-3.63, 1.64, -1.40], [-0.25, -2.58, 4.36], [-1.50, -2.82, 3.11], [-2.64, -1.92, 3.41], [-2.17, -0.18, 3.31], [-1.79, -3.87, 3.08], [-1.13, -2.53, 2.13], [-3.13, -1.99, 4.39], [-3.42, -2.10, 2.67], [-1.21, 1.63, -4.07], [-2.45, 2.31, -5.20], [-3.33, 3.26, -4.47], [-4.41, 4.06, -5.61], [-2.98, 1.49, -5.68], [-1.95, 2.75, -6.06], [-2.75, 3.99, -3.91], [-4.02, 2.70, -3.83], [-1.94, -0.45, -0.76], [-0.86, 0.71, 0.17], [0.34, 1.19, -0.63], [1.36, 2.33, 0.28], [-0.55, 0.23, 1.10], [-1.40, 1.59, 0.53], [-0.02, 1.55, -1.59], [0.94, 0.32, -0.89], [1.98, 2.70, 4.25], [0.47, 1.85, 4.24], [0.24, 1.12, 5.52], [0.18, 2.39, 6.78], [0.53, 1.07, 3.48], [-0.30, 2.51, 3.83], [1.04, 0.41, 5.73], [-0.69, 0.56, 5.54], [5.39, 3.68, 1.41], [5.07, 1.89, 1.11], [6.44, 1.33, 0.64], [6.30, -0.39, 0.21], [4.24, 1.84, 0.40], [4.82, 1.30, 1.99], [7.17, 1.25, 1.44], [7.01, 1.80, -0.16]]}


# 6
{"formula": "C4H15N2O", "method": "wB97M-V/def2-TZVPD", "lumo_energy_ev": -3.0, "orbital_gap_ev": 11.12, "total_charge": 1, "relative_energy_kj_mol": 103.5, "species": ["C", "N", "C", "N", "C", "C", "H", "H", "H", "H", "H", "H", "H", "H", "H", "H", "H", "H", "H", "H", "H", "O"], "coordinates": [[-0.55, -0.65, 1.05], [0.42, -1.39, 1.89], [-0.07, -0.79, -0.41], [1.40, -0.63, -0.37], [-0.24, 0.24, -2.76], [-0.69, 0.27, -1.32], [-0.51, 0.37, 1.44], [-1.60, -0.95, 1.01], [0.53, -0.80, 2.72], [0.12, -2.29, 2.24], [-0.32, -1.83, -0.71], [1.50, 0.33, 0.09], [1.83, -1.34, 0.26], [1.83, -0.63, -1.28], [-1.15, 0.30, -3.39], [0.31, -0.68, -3.12], [0.53, 1.00, -3.08], [-0.66, 1.30, -0.95], [-1.81, 0.16, -1.35], [0.36, 3.12, 2.58], [-0.94, 2.49, 3.08], [-0.28, 2.42, 2.38]]}


# 7
{"formula": "C43H48AuN2P3Se2Si2", "method": "wB97M-V/def2-TZVPD", "lumo_energy_ev": -0.6, "orbital_gap_ev": 6.55, "relative_energy_kj_mol": 0.0, "species": ["Au", "C", "Si", "C", "C", "N", "P", "C", "P", "N", "Si", "C", "C", "C", "C", "C", "C", "C", "C", "C", "C", "C", "C", "C", "C", "C", "C", "C", "C", "C", "C", "C", "C", "C", "C", "C", "C", "C", "H", "H", "H", "H", "H", "H", "H", "H", "H", "H", "H", "H", "H", "H", "H", "H", "H", "H", "H", "H", "H", "H", "H", "H", "H", "H", "H", "H", "H", "H", "H", "H", "H", "H", "H", "H", "H", "H", "Se", "P", "Se", "C", "C", "C", "C", "C", "C", "C", "C", "C", "C", "C", "C", "H", "H", "H", "H", "H", "H", "H", "H", "H", "H"], "coordinates": [[-0.12, -0.36, -0.49], [3.65, -1.68, -1.56], [3.29, -1.40, 0.25], [2.95, -3.03, 1.12], [4.81, -0.59, 1.03], [1.94, -0.33, 0.43], [1.73, 1.14, 1.00], [0.04, 1.33, 0.71], [-0.99, 2.25, -0.27], [-1.30, 1.15, -1.42], [-2.76, 0.75, -2.31], [-2.24, 0.17, -4.00], [-3.77, -0.58, -1.47], [-3.80, 2.30, -2.47], [-0.33, 3.79, -0.94], [0.23, 4.72, -0.08], [0.84, 5.85, -0.57], [0.89, 6.07, -1.95], [0.33, 5.15, -2.82], [-0.28, 4.00, -2.32], [-2.48, 2.75, 0.62], [-3.06, 1.80, 1.46], [-4.24, 2.08, 2.12], [-4.85, 3.32, 1.96], [-4.27, 4.28, 1.14], [-3.09, 3.99, 0.47], [2.83, 2.32, 0.18], [3.88, 2.99, 0.81], [4.70, 3.84, 0.08], [4.50, 4.01, -1.28], [3.48, 3.32, -1.92], [2.65, 2.48, -1.19], [2.04, 1.32, 2.77], [1.97, 2.56, 3.40], [2.08, 2.65, 4.78], [2.26, 1.50, 5.54], [2.32, 0.26, 4.92], [2.20, 0.17, 3.54], [4.45, -2.40, -1.71], [3.94, -0.74, -2.05], [2.75, -2.06, -2.06], [3.20, -3.89, 0.50], [1.89, -3.10, 1.37], [3.52, -3.12, 2.05], [5.60, -1.32, 1.16], [4.60, -0.16, 2.01], [5.19, 0.22, 0.39], [-1.71, -0.79, -3.93], [-1.56, 0.89, -4.47], [-3.10, 0.03, -4.66], [-3.23, -1.53, -1.48], [-4.72, -0.72, -1.98], [-3.97, -0.33, -0.42], [-3.22, 3.19, -2.72], [-4.35, 2.52, -1.55], [-4.53, 2.15, -3.27], [0.19, 4.56, 1.00], [1.29, 6.57, 0.10], [1.37, 6.96, -2.34], [0.37, 5.31, -3.89], [-0.68, 3.26, -2.99], [-2.57, 0.84, 1.59], [-4.69, 1.33, 2.76], [-5.77, 3.54, 2.48], [-4.74, 5.25, 1.02], [-2.65, 4.74, -0.19], [4.06, 2.85, 1.86], [5.51, 4.36, 0.58], [5.14, 4.68, -1.84], [3.32, 3.44, -2.98], [1.87, 1.94, -1.70], [1.82, 3.46, 2.82], [2.02, 3.62, 5.26], [2.34, 1.57, 6.61], [2.44, -0.64, 5.51], [2.22, -0.80, 3.05], [-0.24, -2.46, -1.99], [-0.99, -3.53, -0.22], [-1.12, -2.20, 1.45], [0.06, -4.96, 0.11], [0.98, -5.43, -0.82], [1.75, -6.56, -0.54], [1.60, -7.21, 0.67], [0.69, -6.74, 1.61], [-0.07, -5.62, 1.33], [-2.59, -4.29, -0.64], [-2.70, -5.03, -1.81], [-3.90, -5.64, -2.13], [-5.00, -5.50, -1.29], [-4.89, -4.76, -0.13], [-3.69, -4.15, 0.20], [1.11, -4.90, -1.76], [2.46, -6.91, -1.27], [2.21, -8.08, 0.89], [0.59, -7.24, 2.56], [-0.77, -5.25, 2.08], [-1.85, -5.13, -2.47], [-3.98, -6.22, -3.05], [-5.94, -5.98, -1.55], [-5.74, -4.64, 0.52], [-3.60, -3.55, 1.10]]}


# 8
{"formula": "C32H42BrNOS2V", "method": "wB97M-V/def2-TZVPD", "lumo_energy_ev": [2.4, 2.4], "orbital_gap_ev": [6.63, 6.78], "spin_multiplicity": 3, "total_charge": -1, "relative_energy_kj_mol": 25.3, "species": ["V", "C", "C", "C", "C", "C", "C", "C", "Br", "C", "O", "C", "C", "C", "C", "C", "C", "H", "H", "H", "H", "H", "H", "H", "H", "H", "H", "H", "H", "H", "H", "H", "H", "H", "H", "H", "H", "S", "C", "C", "C", "C", "C", "C", "S", "H", "H", "H", "H", "C", "C", "C", "C", "C", "C", "C", "C", "N", "C", "C", "C", "C", "H", "H", "H", "H", "H", "H", "H", "H", "H", "H", "H", "H", "H", "H", "H", "H", "H", "H"], "coordinates": [[1.74, 0.38, 0.37], [-5.74, -2.08, 0.45], [-5.52, -0.60, 0.79], [-6.09, -0.34, 2.19], [-6.28, 0.25, -0.24], [-4.04, -0.22, 0.76], [-3.03, -1.13, 0.45], [-1.71, -0.71, 0.43], [-0.37, -1.97, -0.03], [-1.32, 0.60, 0.71], [-0.07, 0.98, 0.60], [-2.33, 1.52, 1.08], [-3.65, 1.08, 1.07], [-2.00, 2.98, 1.41], [-1.68, 3.71, 0.09], [-3.18, 3.69, 2.08], [-0.80, 3.11, 2.36], [-6.81, -2.30, 0.49], [-5.23, -2.73, 1.16], [-5.38, -2.31, -0.56], [-7.16, -0.60, 2.21], [-5.99, 0.70, 2.47], [-5.58, -0.95, 2.93], [-7.34, -0.01, -0.23], [-5.89, 0.08, -1.24], [-6.19, 1.31, -0.01], [-3.25, -2.16, 0.21], [-4.43, 1.78, 1.32], [-2.55, 3.70, -0.58], [-0.85, 3.22, -0.42], [-1.41, 4.75, 0.29], [-4.05, 3.78, 1.43], [-2.87, 4.71, 2.35], [-3.48, 3.18, 3.00], [0.15, 2.89, 1.88], [-0.90, 2.43, 3.21], [-0.76, 4.13, 2.75], [2.02, -0.76, 2.36], [3.58, -0.23, 2.98], [4.08, -0.77, 4.16], [5.30, -0.36, 4.68], [6.04, 0.61, 4.01], [5.55, 1.16, 2.83], [4.32, 0.75, 2.31], [3.73, 1.46, 0.80], [3.49, -1.53, 4.67], [5.67, -0.79, 5.60], [6.99, 0.94, 4.40], [6.11, 1.91, 2.30], [3.88, -4.32, -0.14], [3.27, -3.49, -1.22], [3.00, -4.02, -2.48], [2.40, -3.24, -3.45], [2.09, -3.80, -4.81], [2.05, -1.92, -3.17], [2.32, -1.33, -1.92], [2.94, -2.17, -0.97], [1.99, -0.06, -1.52], [1.61, 0.97, -2.50], [0.16, 0.79, -2.96], [1.72, 2.33, -1.78], [2.58, 1.06, -3.69], [4.29, -5.25, -0.54], [3.14, -4.58, 0.62], [4.69, -3.78, 0.37], [3.26, -5.05, -2.70], [2.33, -4.87, -4.86], [2.67, -3.29, -5.59], [1.04, -3.68, -5.06], [1.56, -1.36, -3.95], [3.15, -1.75, 0.00], [-0.51, 0.86, -2.10], [0.00, -0.17, -3.43], [-0.12, 1.58, -3.67], [1.09, 2.39, -0.88], [1.36, 3.12, -2.45], [2.75, 2.55, -1.51], [2.35, 0.36, -4.49], [3.60, 0.86, -3.35], [2.55, 2.06, -4.11]]}


| no. | molar mass (u) |
| --- | --- |
| 1 | 805.68 |
| 2 | 58.08 |
| 3 | 133.12 |
| 4 | 985.54 |
| 5 | 890.64 |
| 6 | 107.18 |
| 7 | 1096.85 |
| 8 | 651.68 |